(A)
Below is a 2-piece molecular cluster, C4H5NOS overall, with properties calculated with wB97M-V/def2-TZVPD.

Atoms and positions in Å:
C 2.1252 -0.1379 -0.1348
C 0.6217 1.8871 0.4758
C 1.2597 0.8399 0.1941
C -1.2930 -1.5819 -0.0002
N 2.8866 -1.0323 -0.3320
O -1.6025 0.9959 -0.8313
S -0.8291 -0.1910 -1.2485
H -0.4728 1.8364 0.0966
H 1.1218 2.8144 0.9920
H -2.2353 -1.9112 -0.2535
H -1.1244 -1.2493 1.0327
H -0.4579 -2.2701 0.0091

As for the LUMO energy (spin up / spin down): -1.22 / -1.17 eV. The calculation puts the HOMO energy (spin up / spin down) at -8.816 / -9.037 eV.



(B)
Below is one molecule with the formula C4H5NOS, with properties calculated with wB97M-V/def2-TZVPD.

Atoms and positions in Å:
C -1.4998 -0.7067 -1.1099
C -1.1742 0.1374 -0.1492
C -0.3341 0.1000 1.0491
O 0.8450 -0.7442 0.9605
S 1.8317 -0.7914 -0.4291
C 2.8706 0.5263 -0.2598
N 3.4105 1.5339 -0.2688
H -2.3836 -0.4830 -1.6480
H -1.1030 -1.7601 -1.1248
H -1.5908 1.1553 -0.2127
H -0.7948 -0.1421 2.0137
H -0.0774 1.1745 1.1789

As for the LUMO energy: -0.26 eV. The calculation puts the HOMO energy at -9.801 eV. As for the structure (SMILES): C=CCOSC#N.



Which of them is most stable? Easy: (B).